Density functional theory data (wB97M-V/def2-TZVPD) for a structure of composition C20H30NO3PRuS at a distorted geometry.

```
! RIJCOSX wB97M-V def2-TZVPD def2/J DEFGRID3
* xyz 2 5
C -2.712 0.112 -4.161
C -2.443 -1.055 -3.456
C -1.600 -1.066 -2.341
C -0.976 0.137 -1.974
C -1.193 1.312 -2.719
C -2.121 1.307 -3.759
C -1.418 -2.343 -1.573
C 0.000 -2.909 -1.452
N 1.091 -1.936 -1.690
Ru 0.325 0.219 -0.457
C -0.398 2.554 -2.422
P 1.132 1.956 -1.532
H -2.888 -2.006 -3.743
H -2.305 2.260 -4.255
H -3.384 0.097 -5.020
H -0.923 3.275 -1.764
H -0.099 3.093 -3.343
H -1.829 -2.237 -0.557
H -2.016 -3.118 -2.071
H 0.126 -3.325 -0.445
C 1.645 3.302 -0.459
C 2.254 1.800 -2.951
H 0.139 -3.728 -2.177
C 1.307 -1.723 -3.133
C 2.355 -2.417 -1.116
H -0.743 1.500 0.015
H 1.585 -2.683 -3.589
H 0.410 -1.343 -3.622
H 2.128 -1.015 -3.259
H 2.686 -3.294 -1.686
H 3.101 -1.624 -1.195
H 2.215 -2.670 -0.064
H 2.459 2.789 -3.385
H 3.188 1.345 -2.607
H 1.814 1.162 -3.727
H 1.558 4.271 -0.968
H 1.005 3.290 0.434
H 2.683 3.099 -0.164
H -0.105 1.577 0.535
C -0.805 1.430 7.123
C -0.670 0.688 5.823
C -0.590 -0.711 5.797
C -0.386 -1.389 4.595
C -0.286 -0.661 3.403
C -0.478 0.718 3.405
C -0.627 1.389 4.614
S 0.119 -1.505 1.896
O 1.513 -1.197 1.577
O -0.322 -2.877 1.940
O -0.798 -0.724 0.906
H -1.715 1.136 7.658
H 0.044 1.234 7.789
H -0.845 2.504 6.929
H -0.675 -1.275 6.731
H -0.311 -2.474 4.563
H -0.517 1.269 2.469
H -0.708 2.479 4.630
*
```

Properties
HOMO-LUMO gap (alpha / beta) (hartree): 0.226 / 0.123
LUMO (alpha / beta) (eV): -6.7 / -11.1
Highest occupied orbital energy (alpha / beta) (eV): -12.81 / -14.45

---

Density functional theory data (wB97M-V/def2-TZVPD) for the molecule C8H8O3 at a distorted geometry.

```
! RIJCOSX wB97M-V def2-TZVPD def2/J DEFGRID3
* xyz 0 1
C -2.036 1.390 2.031
C -1.570 1.386 0.924
C -1.186 1.214 -0.514
C 0.348 1.157 -0.670
O 1.160 1.523 0.430
C 2.035 0.480 0.638
O 2.570 0.205 1.639
O 2.147 -0.196 -0.577
C 0.766 -0.332 -0.929
C 0.193 -1.360 0.033
C 0.046 -2.641 -0.350
H -2.526 1.206 2.958
H -1.661 0.307 -0.892
H -1.585 2.084 -1.039
H 0.690 1.678 -1.570
H 0.527 -0.495 -1.979
H -0.072 -1.079 1.052
H -0.259 -2.844 -1.379
H 0.272 -3.505 0.268
*
```

Properties
Energy relative to the best compared isomer or geometry (same formula, charge and spin) (kcal/mol): 104.48
SMILES: C#CC[C@H]1OC(=O)O[C@H]1C=C
HOMO-LUMO gap (hartree): 0.386
LUMO (eV): 0.7
Highest occupied orbital energy (eV): -9.81

---

Density functional theory data (wB97M-V/def2-TZVPD) for a structure of composition C11H34AgF2N2O12S2 at a distorted geometry.

```
! RIJCOSX wB97M-V def2-TZVPD def2/J DEFGRID3
* xyz -2 2
N -28.476 -20.393 22.715
H -28.772 -21.182 22.159
H -29.153 -20.170 23.430
H -28.405 -19.582 22.117
H -27.527 -20.540 23.029
Ag -30.629 -18.365 22.380
N -30.057 -19.234 24.401
S -30.969 -19.829 25.361
O -32.020 -19.025 25.973
O -30.610 -21.047 26.092
F -31.784 -20.491 24.200
S -29.518 -18.261 25.691
O -28.730 -18.847 26.796
O -30.361 -17.106 25.988
F -28.299 -17.610 24.812
C -29.218 -18.717 19.883
O -28.678 -18.740 18.813
O -30.338 -19.254 20.066
O -28.637 -18.372 20.941
C -25.729 -23.375 21.182
C -27.006 -23.068 20.614
O -26.942 -21.671 20.066
H -25.646 -24.399 21.545
H -25.481 -22.689 21.992
H -25.092 -23.357 20.298
H -27.752 -23.180 21.401
H -27.271 -23.813 19.864
H -27.611 -21.519 19.396
C -24.387 -20.061 25.127
C -22.964 -19.462 24.989
O -22.604 -18.883 26.252
H -24.834 -20.265 24.154
H -25.157 -19.425 25.564
H -24.344 -21.044 25.598
H -23.091 -18.592 24.344
H -22.214 -20.130 24.566
H -22.903 -19.401 27.003
C -30.094 -23.322 23.412
C -30.701 -23.188 22.044
O -30.166 -21.979 21.432
H -29.030 -23.087 23.424
H -30.382 -24.290 23.821
H -30.647 -22.646 24.064
H -31.783 -23.150 22.167
H -30.659 -24.042 21.366
H -30.405 -21.874 20.508
C -23.807 -16.845 21.730
C -25.226 -17.268 22.088
O -26.209 -16.780 21.199
H -23.652 -15.771 21.633
H -23.524 -17.280 20.771
H -23.177 -17.311 22.487
H -25.472 -16.981 23.111
H -25.320 -18.341 21.919
H -27.088 -17.036 21.488
C -27.529 -22.984 26.141
C -27.320 -21.668 25.350
O -26.666 -21.942 24.112
H -28.174 -23.646 25.564
H -27.920 -22.719 27.123
H -26.672 -23.649 26.250
H -26.752 -20.913 25.895
H -28.224 -21.082 25.184
H -25.765 -22.204 24.314
*
```

Properties
HOMO-LUMO gap (alpha / beta) (hartree): 0.136 / 0.186
LUMO (alpha / beta) (eV): 4.1 / 4.1
Highest occupied orbital energy (alpha / beta) (eV): 0.35 / -1.02

---

Density functional theory data (wB97M-V/def2-TZVPD) for a structure of composition C4H4MgO5 at a distorted geometry.

```
! RIJCOSX wB97M-V def2-TZVPD def2/J DEFGRID3
* xyz 1 2
O -0.465 -0.705 -0.479
C -0.877 -1.890 -1.129
O -0.161 -2.833 -0.658
O -1.732 -1.865 -1.978
C -0.963 0.579 -0.894
C -0.553 1.601 0.091
H -2.061 0.486 -0.965
H -0.578 0.800 -1.899
H 0.071 2.433 -0.230
H -1.028 1.629 1.073
O 3.037 1.465 2.472
O 1.883 -0.434 1.833
C 2.530 0.494 2.140
Mg 0.896 -1.762 0.622
*
```

Properties
Energy relative to the best compared isomer or geometry (same formula, charge and spin) (kcal/mol): 0.00
HOMO-LUMO gap (alpha / beta) (hartree): 0.271 / 0.312
LUMO (alpha / beta) (eV): -5.6 / -5.7
Highest occupied orbital energy (alpha / beta) (eV): -13.02 / -14.21

---

Density functional theory data (wB97M-V/def2-TZVPD) for a cluster of 2 separate species, C5H12O2 in total.

```
! RIJCOSX wB97M-V def2-TZVPD def2/J DEFGRID3
* xyz 0 1
C -1.422 1.146 -1.510
C -1.388 0.369 -0.225
C -0.380 0.110 0.613
O -0.644 -0.845 1.580
C 0.960 0.786 0.745
C 2.205 -0.112 0.718
H -0.439 1.256 -1.978
H -2.052 0.593 -2.219
H -1.867 2.141 -1.399
H -2.317 -0.138 0.030
H 0.162 -1.042 2.070
H 0.926 1.294 1.721
H 1.054 1.576 -0.006
H 2.162 -0.924 1.454
H 2.363 -0.568 -0.264
H 3.093 0.481 0.963
O -0.853 -2.348 -1.035
H -0.322 -1.544 -1.099
H -1.243 -2.232 -0.158
*
```

Properties
Energy relative to the best compared isomer or geometry (same formula, charge and spin) (kcal/mol): 28.15
SMILES: C/C=C(/O)CC.O
HOMO-LUMO gap (hartree): 0.344
LUMO (eV): 0.7
Highest occupied orbital energy (eV): -8.66